Formula: C101H174N5O47
Source: OMol25
Level of theory: ωB97M-V with the def2-TZVPD basis set

Its HOMO-LUMO gap (alpha / beta) is 7.0321 / 8.8558 eV. Its spin multiplicity is 6. Its expectation value of S² is 8.772. Its LUMO energy (alpha / beta) is -0.1 / -0.1 eV.

XYZ file:
```
327
Properties=species:S:1:pos:R:3:forces:R:3:lowdin_charge:R:1
C -4.844997 3.746157 -4.366122 0.18 -1.84 -1.19 0.01
C -4.242914 2.965287 -5.591051 -1.77 0.49 0.87 -0.28
C -3.540398 3.845757 -6.583510 0.10 0.62 0.48 -0.11
O -2.396401 3.114383 -6.939431 0.67 -0.48 -0.09 0.07
C -2.121689 2.198515 -5.998920 0.22 -0.02 0.38 -0.51
O -1.074414 1.594013 -6.019655 -1.67 0.24 0.70 0.12
O -3.189936 2.118506 -5.087526 1.69 -0.37 -1.65 0.07
H -5.347990 4.633438 -4.659690 -0.43 0.84 -0.56 0.07
H -4.035433 4.006779 -3.723305 0.67 0.24 0.43 0.05
H -5.567753 3.142182 -3.818653 0.09 -0.10 -0.03 0.07
H -5.022684 2.395814 -6.167579 0.71 -0.08 0.93 0.17
H -3.247390 4.773160 -6.110355 0.27 0.39 0.04 0.13
H -4.078357 4.044055 -7.483135 -0.59 0.15 -0.47 0.13
C -1.355693 -5.320506 -3.270958 -0.60 0.81 -1.06 0.00
C -1.083217 -6.763971 -2.965254 0.56 0.31 -0.66 -0.25
C -1.658478 -7.761637 -3.977149 -1.19 0.08 0.80 -0.10
O -0.594191 -8.633092 -4.251501 2.11 -0.32 -0.02 0.07
C 0.582587 -8.094721 -3.765641 0.74 -0.89 -0.97 -0.56
O 1.703187 -8.538829 -3.913748 -1.61 0.02 -0.01 0.12
O 0.352665 -6.939155 -3.183962 -0.29 0.20 0.53 0.04
H -1.488070 -5.162535 -4.375567 0.01 -0.28 0.86 0.10
H -0.544211 -4.656576 -3.002419 0.41 -0.12 0.40 0.08
H -2.230618 -4.917269 -2.775273 -0.14 -0.22 0.07 0.05
H -1.250203 -7.100050 -1.946991 -0.25 0.34 0.15 0.14
H -2.105239 -7.324516 -4.880974 0.60 0.09 0.03 0.14
H -2.439815 -8.356378 -3.518352 -0.22 -0.03 0.13 0.13
C 2.635927 4.834457 -3.117947 1.25 1.00 -0.52 -0.01
C 1.377294 5.402760 -3.777690 0.20 -1.39 -0.84 -0.29
C 0.771749 4.549147 -4.918530 1.37 -0.19 0.62 -0.12
O -0.601051 4.782344 -4.751479 -1.28 0.05 0.94 0.04
C -0.834598 5.136411 -3.428207 0.34 -0.81 -0.24 -0.54
O -1.885756 5.161810 -2.883362 -0.51 0.12 -0.45 0.17
O 0.326565 5.358455 -2.805067 0.13 0.45 -0.12 0.08
H 3.024185 5.558718 -2.394611 -0.43 -0.21 0.39 0.07
H 3.534766 4.774399 -3.776875 -0.95 -0.13 -0.18 0.10
H 2.522960 3.845809 -2.651562 -0.41 0.37 -0.16 0.09
H 1.391087 6.386051 -4.250392 0.70 0.46 0.83 0.16
H 1.072965 3.494815 -4.776997 -0.57 0.19 -0.20 0.12
H 1.067515 4.904989 -5.902703 0.05 -0.10 0.00 0.14
C -3.217887 4.669962 2.968418 1.80 0.28 1.46 0.01
C -1.945967 4.814571 3.828306 -0.86 0.66 0.09 -0.28
C -1.952396 6.061731 4.716749 1.36 -0.06 0.27 -0.07
O -0.990019 5.679810 5.768941 -0.86 -1.57 -0.82 0.03
C -1.106955 4.300501 5.852108 -0.45 1.01 -0.67 -0.55
O -0.572300 3.645692 6.674256 0.58 -0.60 0.99 0.16
O -1.914903 3.770723 4.886736 1.17 1.61 -0.60 0.05
H -2.988024 3.859240 2.290635 -0.74 -0.36 -0.16 0.06
H -3.215257 5.611671 2.410309 -0.70 -0.16 -0.03 0.09
H -4.031021 4.506649 3.712929 0.13 0.12 -1.17 0.11
H -1.020530 4.852751 3.190041 -0.83 -0.57 0.81 0.13
H -2.871134 6.279347 5.244766 -0.53 -0.12 -0.23 0.13
H -1.568577 6.963981 4.231174 -0.06 -0.28 -0.02 0.12
C 4.759594 2.826416 -0.073803 0.96 -1.04 0.99 0.01
C 4.659126 2.486390 1.444806 -0.82 -1.00 -2.57 -0.35
C 5.851971 1.711052 1.929806 -0.44 -0.80 1.01 -0.07
O 5.989989 2.212865 3.275964 0.16 1.31 0.22 0.05
C 5.475647 3.482770 3.306746 -0.87 -0.75 -1.07 -0.51
O 5.638640 4.320288 4.132527 0.14 -0.32 0.00 0.16
O 4.650590 3.648305 2.193977 1.23 1.38 1.87 0.04
H 4.580766 1.939449 -0.680930 -0.30 -0.01 0.03 0.06
H 5.788169 3.117435 -0.336235 -0.24 0.17 0.27 0.09
H 4.097888 3.616211 -0.338066 -0.70 0.58 -0.24 0.05
H 3.720662 1.928176 1.676520 0.57 0.33 -0.28 0.14
H 6.788956 1.870491 1.396237 -0.10 0.05 -0.11 0.14
H 5.587034 0.653167 2.009263 0.45 0.06 -0.13 0.12
C 1.353226 -3.391444 1.733890 0.73 -2.97 0.72 -0.01
C 1.591270 -2.291030 2.706639 0.69 1.35 0.18 -0.28
C 0.366630 -1.385834 3.009209 -0.12 0.10 -0.67 -0.09
O 0.051776 -1.632283 4.376303 1.36 -0.61 1.01 0.04
C 1.107815 -2.304926 4.933179 -0.31 0.01 1.15 -0.55
O 1.322275 -2.470174 6.115029 -0.79 0.43 -0.96 0.11
O 1.931922 -2.788461 4.013929 -0.13 -0.20 -0.29 0.07
H 0.578602 -4.143202 2.078808 0.37 1.28 -0.22 0.09
H 2.270521 -4.083025 1.653981 -0.99 1.39 -0.23 0.11
H 1.056683 -2.996032 0.780819 -0.04 0.09 -0.53 0.06
H 2.503493 -1.670277 2.455548 -1.10 -0.61 -0.26 0.15
H -0.520655 -1.563257 2.402716 0.20 -0.46 0.07 0.09
H 0.603851 -0.335249 2.877566 0.24 0.25 0.18 0.10
C -3.154942 -1.629221 -7.585806 -0.51 0.11 0.13 -0.01
C -2.635772 -0.313545 -8.216485 -0.77 0.09 -0.35 -0.28
C -1.139546 -0.172239 -8.495801 -0.52 -0.79 0.89 -0.10
O -1.049446 -0.757729 -9.785953 1.17 -0.60 -0.62 0.06
C -2.213016 -0.683982 -10.449286 -0.52 1.28 3.55 -0.58
O -2.414849 -0.945628 -11.559757 -0.25 -0.65 -2.46 0.20
O -3.165108 -0.206185 -9.561750 0.13 -0.28 -0.32 0.05
H -2.784445 -1.696967 -6.547251 -0.29 -0.07 -0.38 0.08
H -2.918762 -2.558889 -8.111865 0.84 0.32 -0.16 0.09
H -4.271840 -1.702782 -7.638752 0.78 0.75 0.40 0.09
H -2.997054 0.558694 -7.652369 -0.06 -0.43 -0.22 0.13
H -0.592797 -0.762786 -7.737321 0.14 0.35 -0.65 0.12
H -0.793940 0.863122 -8.557918 -0.14 -0.14 0.23 0.13
C 1.928510 0.535949 -6.242717 1.05 0.03 -0.91 0.00
C 3.239915 0.095640 -5.607988 -0.84 -0.06 -0.38 -0.28
C 4.558031 0.338334 -6.367067 -0.56 -0.02 0.52 -0.06
O 5.384610 0.899166 -5.349893 0.86 -0.03 -1.61 0.08
C 4.725865 1.065766 -4.224310 -0.07 0.07 0.64 -0.63
O 5.284086 1.378658 -3.225471 -0.04 0.47 1.03 0.15
O 3.420739 0.817052 -4.357083 -0.08 -0.52 -0.46 0.08
H 1.774947 1.556309 -5.972265 -0.09 0.95 -0.09 0.06
H 1.076127 0.015838 -5.862801 -0.42 -0.64 0.13 0.05
H 1.985096 0.463897 -7.355271 -0.17 -0.07 0.81 0.11
H 3.189823 -0.969599 -5.394991 -0.12 -0.06 0.36 0.12
H 4.506326 0.946389 -7.270533 -0.05 0.36 0.31 0.14
H 4.988593 -0.610278 -6.620132 0.28 -0.48 -0.38 0.12
C -3.146381 -0.068181 6.840409 -2.23 0.59 -0.09 0.00
C -2.966301 1.067208 5.873369 0.02 0.85 0.13 -0.29
C -2.009000 0.743644 4.782631 0.93 -1.13 -1.06 -0.09
O -2.549112 1.264670 3.539642 -2.03 0.23 1.59 0.03
C -3.906210 1.415673 3.804873 -0.45 -0.40 -2.72 -0.52
O -4.726032 1.538768 2.891796 1.60 0.10 2.28 0.08
O -4.211987 1.308519 5.100812 0.76 -0.04 0.19 0.10
H -3.670935 -0.859983 6.296365 0.05 -0.03 0.36 0.07
H -3.796404 0.345837 7.624579 -0.01 -0.57 0.00 0.10
H -2.288442 -0.477730 7.315954 1.09 0.00 0.04 0.09
H -2.700388 1.998525 6.417219 -0.33 -0.46 -0.57 0.14
H -1.941704 -0.367552 4.648243 0.21 0.95 0.16 0.13
H -1.041233 1.186786 4.969022 0.30 -0.11 -0.16 0.12
C 4.908480 -7.757024 -0.265372 0.25 -0.45 1.40 -0.03
C 3.549323 -7.909334 -0.776162 -2.17 -0.92 -0.33 -0.32
C 2.688081 -8.946606 0.020213 -0.19 0.25 -0.86 -0.06
O 1.377566 -8.382408 -0.059821 0.04 0.01 0.51 0.05
C 1.465835 -7.055442 -0.278406 1.77 -1.77 -0.30 -0.59
O 0.543754 -6.347740 -0.214806 -1.70 1.97 0.05 0.18
O 2.734190 -6.728789 -0.610133 0.06 0.57 0.32 0.08
H 4.888035 -7.601364 0.822647 0.10 -0.14 -0.20 0.10
H 5.368679 -6.903347 -0.684180 0.79 0.76 -0.65 0.07
H 5.437346 -8.685930 -0.490911 0.28 0.24 0.03 0.11
H 3.538451 -8.084614 -1.850835 0.00 -0.38 -0.09 0.14
H 3.049252 -8.963392 1.058412 -0.28 -0.22 -0.16 0.13
H 2.506846 -9.941396 -0.405596 0.95 0.17 0.14 0.14
C 3.141031 -5.397019 -4.433175 -1.36 1.91 0.08 -0.01
C 2.456319 -4.752446 -5.660163 -1.32 -0.96 -0.49 -0.22
C 1.198298 -5.636276 -6.112321 1.33 2.51 -0.49 -0.01
O 0.150541 -4.639619 -6.338226 0.57 0.45 0.45 0.05
C 0.555548 -3.434343 -5.872246 -1.52 1.72 0.84 -0.54
O -0.122387 -2.407790 -5.794075 1.16 -2.50 -0.68 0.09
O 1.798233 -3.465102 -5.378897 0.94 -0.92 -0.03 0.05
H 2.464059 -5.348431 -3.553173 0.16 -0.34 -0.62 0.10
H 3.969125 -4.781653 -4.159611 0.91 0.17 0.11 0.05
H 3.457655 -6.400285 -4.614390 0.07 -0.68 -0.26 0.08
H 3.133635 -4.570283 -6.516439 -0.19 -0.13 0.56 0.15
H 0.981204 -6.244569 -5.262054 -0.64 -0.65 -0.05 0.09
H 1.364507 -6.083673 -7.088518 -0.05 -0.58 0.40 0.14
C 4.172140 -2.115300 -2.976286 1.16 -2.13 -0.37 0.01
C 5.349049 -2.570152 -2.087206 0.89 -0.61 0.29 -0.23
C 6.291959 -1.420542 -1.755271 -1.39 -0.03 0.01 -0.07
O 5.651592 -0.936586 -0.573439 1.47 2.15 -0.53 0.07
C 5.103770 -1.925338 0.098191 -0.02 -0.13 -2.22 -0.64
O 4.746349 -1.817274 1.197243 -1.03 -0.25 3.12 0.18
O 4.949552 -2.976837 -0.709609 -0.18 -0.74 -1.57 0.09
H 3.594555 -2.992103 -3.286335 -0.25 0.18 0.50 0.06
H 4.574216 -1.784369 -3.956261 -0.09 0.47 0.81 0.10
H 3.548144 -1.442803 -2.432427 -0.33 0.81 -0.05 0.08
H 5.966783 -3.418426 -2.470526 -0.95 0.46 0.00 0.16
H 6.292053 -0.650093 -2.513394 0.03 0.27 0.03 0.11
H 7.285039 -1.733957 -1.521985 0.76 -0.27 0.20 0.13
C -5.562211 -2.745214 -4.613372 0.45 -0.56 0.02 -0.01
C -5.935153 -3.854293 -3.606356 -0.75 1.01 -0.44 -0.29
C -6.379912 -5.181786 -4.226701 0.40 0.75 -1.35 -0.11
O -5.879493 -6.157679 -3.354930 0.14 0.25 0.85 0.07
C -4.837316 -5.603324 -2.691181 0.90 -0.83 0.56 -0.52
O -4.058072 -6.288817 -2.082975 -0.55 1.00 -0.32 0.14
O -4.768805 -4.239038 -2.845940 -0.57 -1.49 -0.10 0.07
H -4.770029 -3.074594 -5.287907 -0.07 -0.46 -0.05 0.07
H -5.102364 -1.882722 -4.146188 -0.30 0.22 0.51 0.07
H -6.383982 -2.410538 -5.247986 -0.21 -0.13 0.30 0.09
H -6.722448 -3.506832 -2.905410 0.56 -0.03 -0.18 0.16
H -5.854071 -5.335212 -5.168924 0.03 0.17 -0.32 0.13
H -7.436878 -5.293605 -4.451254 -0.11 0.02 0.55 0.14
C 3.134871 4.042714 6.565589 -1.21 1.21 1.60 -0.02
C 3.208538 2.685776 6.050730 1.12 -2.05 -0.57 -0.29
C 2.111105 1.668568 6.425253 -1.14 1.03 1.21 -0.07
O 1.450522 1.377772 5.202250 0.68 -0.07 -0.82 0.05
C 2.135375 1.944412 4.168285 -1.57 1.14 0.17 -0.52
O 1.707608 1.968335 3.043427 0.61 -0.66 0.36 0.12
O 3.167597 2.678917 4.594245 -0.22 -0.50 0.18 0.07
H 3.036315 3.974803 7.665548 0.06 -0.01 -0.32 0.11
H 2.230911 4.572615 6.239837 0.26 -0.01 -0.14 0.09
H 4.033184 4.601071 6.384574 0.31 0.33 -0.44 0.08
H 4.196876 2.273654 6.307878 -0.27 -0.04 -0.08 0.15
H 1.343134 2.054209 7.157113 0.74 0.03 -0.96 0.14
H 2.472617 0.766419 6.881331 0.51 -0.56 -0.14 0.11
C -6.615468 0.498751 -2.251027 1.26 -0.69 0.16 -0.03
C -6.312056 1.549061 -1.153819 -0.59 0.77 -1.01 -0.44
C -4.797641 1.661330 -0.858134 -0.61 -1.92 -0.75 -0.13
C -4.404511 2.812156 -0.017256 0.76 1.75 -0.66 -0.18
C -4.877677 4.112445 -0.724975 0.72 -0.27 0.49 -0.12
C -6.387309 4.099081 -0.919864 -0.61 0.97 -0.19 -0.49
N -6.855641 2.897889 -1.593125 0.24 -0.80 -1.63 -0.16
O -7.946388 2.943875 -2.291883 1.11 -0.11 0.86 -0.03
C -7.142344 4.186662 0.430806 1.14 0.96 -0.09 -0.01
C -6.758797 5.382449 -1.761401 1.00 0.37 0.39 -0.02
C -7.155816 1.212009 0.037989 -0.50 -2.61 1.06 -0.04
H -7.638013 0.204986 -2.231888 -0.98 0.05 0.01 0.06
H -6.056634 -0.457228 -2.061294 -0.16 0.90 0.17 0.09
H -6.377386 0.769645 -3.281534 0.12 0.44 0.16 0.07
H -4.515704 0.745051 -0.333079 -0.12 -0.24 0.05 0.12
H -4.273127 1.565718 -1.829894 -0.03 0.56 0.35 0.12
H -3.299442 2.827840 0.094357 -0.71 0.16 -0.03 0.09
H -4.820411 2.731635 0.986531 0.02 0.03 -0.10 0.08
H -4.396189 4.280786 -1.711786 -0.07 -0.37 0.61 0.10
H -4.586188 4.987001 -0.106473 -0.36 -0.35 -0.30 0.12
H -8.185061 4.125144 0.169812 -0.56 0.59 0.28 0.09
H -6.960374 3.447955 1.216359 0.38 0.19 -0.52 0.06
H -6.743128 5.148514 0.800882 -1.07 -0.09 0.30 0.10
H -7.801485 5.674888 -1.675820 -0.02 0.02 0.34 0.07
H -6.060934 6.193519 -1.397160 -1.03 -0.61 -0.12 0.10
H -6.570164 5.362661 -2.844962 0.11 -0.71 0.37 0.06
H -7.073954 0.104631 0.234031 0.10 0.86 -0.07 0.11
H -8.227719 1.357183 -0.137215 0.25 0.28 -0.22 0.10
H -6.884134 1.689785 0.962024 0.25 0.06 0.16 0.05
C 0.220455 9.053678 2.476825 1.03 -0.06 0.97 -0.02
C 0.647302 8.423586 1.130183 -2.41 -1.96 0.99 -0.46
C 1.985157 8.849740 0.668630 1.99 -0.52 0.93 -0.12
C 3.108192 8.113941 1.490388 -2.15 -0.14 0.44 -0.13
C 3.003796 6.616976 1.220856 0.53 0.09 0.24 -0.13
C 1.698883 6.029929 1.739246 -0.27 -0.76 -0.41 -0.44
N 0.545167 6.865553 1.309099 2.38 1.82 0.30 -0.13
O -0.568382 6.391909 1.582154 -1.81 -0.10 0.26 -0.04
C 1.429449 4.675259 1.054524 0.71 0.05 -0.35 -0.01
C 1.737999 5.852549 3.288913 -0.24 0.59 -0.50 0.03
C -0.398376 8.670138 0.051283 -0.36 0.70 -0.44 -0.04
H -0.765550 8.671297 2.742521 0.07 0.17 0.08 0.07
H 0.245096 10.146902 2.512889 -0.46 0.03 -0.76 0.08
H 0.934035 8.873936 3.332705 -0.63 -0.57 -0.92 0.09
H 2.118470 8.549222 -0.346621 0.07 -0.04 -0.99 0.10
H 2.033832 9.938324 0.725940 0.16 -0.02 0.03 0.13
H 2.898476 8.283565 2.549548 0.01 0.00 0.07 0.09
H 4.090578 8.466174 1.380468 1.27 0.67 -0.75 0.09
H 3.831477 6.054704 1.645692 0.05 0.06 0.67 0.12
H 3.195847 6.399496 0.175031 -0.62 0.17 -0.61 0.11
H 1.512215 4.781222 -0.050243 -0.23 0.11 0.56 0.08
H 2.258977 4.020854 1.352982 -0.58 -0.26 0.08 0.07
H 0.424622 4.292594 1.290441 0.67 -0.03 0.09 0.07
H 2.349788 4.996019 3.553038 0.18 -0.10 -0.09 0.07
H 2.166677 6.744190 3.774239 -0.21 -0.32 -0.09 0.09
H 0.728042 5.687147 3.680698 0.27 0.11 -0.09 0.06
H -0.393524 9.735396 -0.095302 0.16 0.75 -0.50 0.08
H -1.468120 8.483441 0.262143 0.80 -0.57 0.31 0.09
H -0.094369 8.179428 -0.890626 -0.27 0.13 0.43 0.09
C -1.992927 -6.062266 2.653234 0.31 -0.73 0.32 -0.04
C -3.035792 -5.167118 1.976007 -0.13 -1.29 -1.21 -0.41
C -4.508178 -5.836450 1.964733 2.43 0.37 0.62 -0.12
C -5.596180 -4.878045 1.553048 0.29 0.10 0.05 -0.18
C -5.661800 -3.752942 2.628588 1.40 0.20 -1.22 -0.08
C -4.240000 -3.013880 2.857898 -0.19 -0.65 -0.03 -0.41
N -3.022716 -3.935682 2.729009 -1.76 0.47 -0.73 -0.16
O -1.928595 -3.531591 3.208203 0.21 0.42 0.01 -0.02
C -3.930127 -1.702077 2.108628 0.30 -1.03 -0.90 0.00
C -4.224014 -2.749046 4.321060 -0.29 0.83 2.07 -0.07
C -2.506506 -4.909306 0.483893 -0.37 0.63 0.90 0.00
H -1.929511 -5.981160 3.739695 -0.38 0.26 -0.05 0.09
H -0.983816 -5.920007 2.300576 0.31 0.72 -0.26 0.06
H -2.103348 -7.111758 2.443972 -0.75 -0.60 -0.30 0.08
H -4.352318 -6.694156 1.318625 -0.40 -0.11 -0.36 0.11
H -4.727329 -6.247225 2.963461 0.15 0.19 -0.11 0.12
H -6.491757 -5.510169 1.376838 0.03 0.90 0.36 0.12
H -5.303099 -4.443807 0.587553 -0.28 0.05 0.07 0.10
H -5.851491 -4.132355 3.616044 -0.50 -0.67 0.21 0.09
H -6.433282 -2.999835 2.420593 0.33 -0.04 -0.08 0.12
H -4.555252 -0.848795 2.371160 -0.04 -0.20 0.18 0.07
H -2.874211 -1.521242 2.331112 -0.19 0.44 0.02 0.07
H -3.960766 -1.844306 1.011914 -0.16 0.04 0.34 0.08
H -5.147358 -2.251552 4.649647 0.10 0.06 -0.17 0.10
H -4.145217 -3.670432 4.919777 -0.03 0.16 -0.32 0.11
H -3.389271 -2.114874 4.629950 0.00 -0.12 -0.21 0.06
H -1.716237 -4.158932 0.566346 0.34 -0.33 0.08 0.07
H -3.230948 -4.406491 -0.151374 -0.50 -0.14 -0.01 0.05
H -2.146649 -5.796376 -0.054094 -0.13 0.12 0.51 0.07
C 8.695242 -0.695448 7.190665 0.02 -0.90 -0.05 -0.04
C 7.535361 -1.705646 7.168858 2.36 -0.67 2.23 -0.51
C 6.731646 -1.428188 8.472909 -1.36 -1.24 0.26 -0.13
C 5.307296 -2.061536 8.415756 1.17 0.34 -0.67 -0.15
C 4.604836 -1.345786 7.210799 0.20 -2.30 1.26 -0.12
C 5.290636 -1.774335 5.873511 -1.13 2.88 -1.32 -0.39
N 6.754819 -1.420871 6.032285 -0.13 -0.93 -6.83 -0.05
O 7.431405 -1.492603 4.735296 -2.28 0.30 5.18 -0.04
C 5.023005 -3.220737 5.368115 1.31 0.32 1.23 -0.01
C 4.641589 -0.761520 4.739392 2.41 -1.06 1.17 0.01
C 8.171147 -3.182342 7.107327 -1.64 0.11 -1.04 0.00
H 9.393142 -1.005588 7.953894 0.22 0.00 0.44 0.08
H 8.337948 0.302028 7.421893 0.05 0.19 -0.32 0.08
H 9.212216 -0.795592 6.248089 0.12 0.51 -0.32 0.07
H 7.248728 -1.646268 9.426095 0.20 -0.35 -0.78 0.13
H 6.493926 -0.403663 8.534605 0.32 1.67 -0.11 0.08
H 4.741990 -1.995999 9.344933 0.09 0.32 0.02 0.11
H 5.538528 -3.103200 8.269372 -0.68 -0.74 -0.36 0.09
H 4.639040 -0.300934 7.532576 0.27 0.28 -0.98 0.11
H 3.545972 -1.614743 7.210099 0.03 -0.16 -0.36 0.10
H 5.456226 -3.851162 6.128188 0.45 -0.63 0.17 0.04
H 3.982266 -3.521090 5.431215 -0.28 0.53 -0.71 0.08
H 5.574937 -3.423957 4.419284 -0.84 0.34 0.61 0.10
H 3.602332 -0.722353 4.978194 -0.89 0.05 -0.09 0.05
H 5.117859 0.230405 4.867469 -0.31 -0.45 -0.23 0.08
H 4.835634 -1.174122 3.733041 -0.20 0.36 0.47 0.06
H 8.732271 -3.339425 6.169278 0.09 0.56 0.50 0.08
H 7.352901 -3.914252 6.978191 0.16 0.29 0.34 0.06
H 8.741425 -3.509979 7.968522 0.18 0.44 0.22 0.07
C 1.306766 0.665086 -0.053301 -0.40 0.36 -2.00 0.03
C -0.218431 0.919916 -0.395630 0.41 -0.80 -0.50 -0.41
C -0.498449 1.910733 -1.540374 0.40 0.80 0.33 -0.10
C -0.299696 1.383868 -2.955897 1.90 -0.28 0.40 -0.16
C -1.030781 0.113337 -3.145683 -0.30 -0.49 -0.49 -0.16
C -0.750031 -0.964400 -2.134791 -1.57 -0.73 1.20 -0.44
N -0.824214 -0.415020 -0.743368 0.03 0.86 -0.26 -0.12
O -0.969535 -1.216909 0.223389 -0.06 -0.57 -0.09 -0.02
C -1.968081 -1.920796 -2.312353 -0.01 -0.68 1.07 -0.02
C 0.567443 -1.729028 -2.257851 0.65 0.25 -1.54 0.00
C -0.929648 1.454749 0.802189 -1.09 0.29 1.33 -0.03
H 1.482032 -0.405410 0.033056 0.07 0.04 0.23 0.07
H 1.589339 1.170980 0.841188 0.12 0.30 0.74 0.04
H 1.966338 1.049531 -0.876107 -0.48 -0.33 0.54 0.09
H -1.505406 2.386292 -1.384577 0.68 -0.67 -0.37 0.13
H 0.215230 2.724815 -1.348320 -0.13 0.12 -0.17 0.11
H 0.732994 1.045600 -3.110705 0.51 0.69 0.27 0.11
H -0.452204 2.159672 -3.696773 -0.45 -0.08 -0.17 0.08
H -0.862964 -0.473791 -4.041233 0.24 0.74 -0.89 0.11
H -2.063687 0.361334 -3.131601 -1.31 -0.13 0.11 0.10
H -2.919422 -1.492899 -1.968553 0.38 0.37 0.07 0.09
H -2.123321 -2.155430 -3.354012 0.24 -0.14 -0.50 0.07
H -1.891194 -2.868990 -1.751141 0.29 0.40 -0.20 0.07
H 0.601498 -2.446005 -1.449223 0.20 -0.27 0.15 0.08
H 0.731032 -2.246131 -3.254623 -0.66 0.44 1.04 0.09
H 1.427975 -1.043164 -2.200830 -0.31 -0.16 0.29 0.06
H -0.977327 0.802094 1.663139 0.47 -0.49 -0.01 0.06
H -2.004426 1.587285 0.580658 0.57 0.24 0.02 0.07
H -0.467149 2.373179 1.206359 -0.27 -0.19 -0.59 0.09
```
Positions in Å, forces in eV/Å.